{
  "formula": "C37H46HfN5O4",
  "method": "the ωB97M-V functional and the def2-TZVPD basis",
  "total_charge": 1,
  "spin_multiplicity": 1,
  "e_above_lowest_kj_mol": 166.99,
  "lumo_ha": -0.0900,
  "gap_ev": 7.50,
  "symbols": ["Hf", "C", "N", "C", "C", "C", "C", "C", "C", "C", "N", "C", "C", "C", "C", "C", "C", "N", "C", "C", "H", "H", "H", "H", "H", "H", "H", "H", "H", "H", "H", "H", "H", "H", "H", "H", "H", "H", "H", "H", "C", "C", "C", "C", "C", "C", "C", "C", "C", "C", "H", "H", "H", "H", "H", "H", "H", "H", "H", "H", "H", "H", "H", "H", "H", "O", "C", "O", "C", "C", "C", "C", "O", "C", "O", "C", "C", "H", "H", "H", "H", "H", "C", "N", "C", "C", "N", "H", "H", "H", "H", "H", "H"],
  "coordinates": [[-0.03811, -0.25101, -0.81876], [-1.33197, 0.16353, -3.90729], [-0.45753, 0.94753, -3.00500], [0.86441, 1.23957, -3.62380], [-1.08769, 2.24799, -2.78879], [-1.47791, 3.06259, -3.83692], [-1.95783, 4.33808, -3.58154], [-2.00292, 4.78667, -2.27175], [-1.61123, 3.96879, -1.22230], [-1.17206, 2.66536, -1.47028], [-0.73035, 1.75142, -0.52117], [-0.84646, 2.07454, 0.83977], [-1.97953, 2.58454, 1.46282], [-2.00696, 2.74798, 2.84053], [-0.91601, 2.38766, 3.60818], [0.21132, 1.84044, 3.00198], [0.24065, 1.68605, 1.62719], [1.33402, 1.04346, 0.87742], [2.25766, 0.35932, 1.81481], [2.11410, 2.10563, 0.16389], [-1.48581, 0.68248, -4.85327], [-2.29393, 0.01513, -3.42102], [-0.88648, -0.79147, -4.10753], [0.73325, 1.70649, -4.60187], [1.44494, 0.33730, -3.73312], [1.40091, 1.94003, -2.98269], [-1.40039, 2.72440, -4.86218], [-2.27298, 4.97557, -4.39613], [-2.34443, 5.79149, -2.05727], [-1.63854, 4.35350, -0.21290], [-2.84949, 2.82801, 0.86662], [-2.89653, 3.14595, 3.31162], [-0.93646, 2.51048, 4.68287], [1.03092, 1.53138, 3.63332], [2.62500, 1.08850, 2.52946], [3.04722, -0.56488, 0.19428], [1.68445, -0.40581, 2.34122], [2.69715, 2.67613, 0.88970], [1.42667, 2.76602, -0.35193], [2.80392, 1.65710, -0.55055], [0.07123, -2.77270, -0.89896], [-0.13635, -2.46935, -2.27145], [1.04295, -1.89393, -2.77688], [1.97199, -1.77176, -1.69881], [1.36711, -2.36133, -0.54701], [2.03157, -2.86452, 0.70872], [3.43154, -1.48509, -1.92437], [1.45094, -1.88795, -4.22509], [-1.31474, -2.99102, -3.03717], [-0.83925, -3.61101, -0.05733], [1.92231, -3.95068, 0.74315], [1.57954, -2.47985, 1.62333], [3.09525, -2.64201, 0.73327], [3.58107, -0.62873, -2.58614], [3.89195, -2.35009, -2.40977], [4.02452, -1.29539, -1.03064], [1.55341, -2.92612, -4.55229], [2.42058, -1.41489, -4.37389], [0.74881, -1.41522, -4.90685], [-1.34216, -4.08132, -2.96708], [-1.27393, -2.74112, -4.09562], [-2.25801, -2.61669, -2.63279], [-0.65315, -4.67254, -0.24490], [-1.89005, -3.42620, -0.28562], [-0.68362, -3.43846, 1.00633], [-2.13019, -0.77001, -0.70739], [-2.06548, -0.88841, 0.56702], [-0.88501, -0.79895, 1.06965], [-3.24124, -1.08687, 1.39979], [-4.48634, -1.21128, 0.79748], [-5.63837, -1.38602, 1.56028], [-5.46704, -1.42456, 2.92365], [-6.41997, -1.56751, 3.86980], [-5.73845, -1.62750, 5.13235], [-4.35988, -1.34310, 4.88046], [-4.22076, -1.29433, 3.52639], [-3.08138, -1.12359, 2.79748], [-4.55100, -1.16811, -0.28145], [-6.61604, -1.48437, 1.11038], [-5.83681, -2.63165, 5.54265], [-6.15020, -0.87238, 5.79634], [-2.10867, -1.00661, 3.25530], [4.73116, 0.48655, 3.53023], [5.29482, 0.42542, 2.17934], [6.73181, 0.68299, 2.12466], [4.70779, 0.01557, 1.06082], [3.36287, -0.16766, 1.06241], [5.51654, 0.24705, 4.24642], [3.94463, -0.25578, 3.64604], [4.34550, 1.47627, 3.78345], [7.26789, -0.01757, 2.76825], [6.94813, 1.69879, 2.46104], [7.05716, 0.56371, 1.09744]],
  "forces_ev_per_a": [[0.4, 0.4, -1.4], [0.1, 0.1, 0.0], [-0.1, -0.1, 0.1], [-0.1, 0.0, 0.0], [0.0, 0.0, -0.1], [0.0, 0.1, 0.0], [0.0, 0.0, -0.1], [0.0, 0.0, 0.1], [0.0, 0.2, 0.0], [0.0, -0.1, 0.1], [-0.1, 0.2, 0.3], [0.1, -0.1, 0.1], [0.0, 0.0, -0.1], [-0.1, 0.0, 0.0], [0.1, 0.0, 0.0], [0.0, 0.0, 0.0], [0.1, -0.1, -0.1], [0.0, 0.1, 0.1], [0.0, 0.1, 0.0], [-0.1, -0.1, 0.0], [0.0, 0.0, 0.0], [0.0, 0.0, 0.0], [0.1, -0.2, -0.1], [0.0, 0.0, 0.0], [0.1, -0.1, 0.0], [0.0, 0.0, 0.0], [0.0, 0.0, 0.0], [0.0, 0.0, 0.0], [0.0, 0.0, 0.0], [0.0, 0.0, -0.1], [0.0, 0.0, 0.0], [0.0, 0.0, 0.0], [0.0, 0.0, 0.0], [0.0, 0.0, 0.0], [0.0, 0.0, 0.0], [-0.1, 0.0, 0.0], [0.0, 0.0, 0.0], [0.0, 0.0, 0.0], [0.0, 0.0, 0.0], [0.0, 0.0, 0.0], [-0.3, -0.2, -0.2], [-0.4, -0.3, 0.4], [0.2, 0.1, 0.2], [0.0, 0.1, 0.1], [0.3, -0.2, 0.4], [0.1, 0.0, 0.0], [0.1, 0.1, -0.1], [0.0, 0.0, 0.0], [-0.1, 0.0, 0.0], [0.0, 0.0, 0.0], [0.0, 0.0, 0.0], [0.0, 0.0, 0.0], [0.0, 0.0, 0.0], [0.0, 0.0, 0.0], [0.0, 0.0, 0.0], [0.0, 0.0, 0.0], [0.0, 0.0, 0.0], [0.0, 0.0, 0.0], [-0.1, 0.0, 0.0], [0.0, 0.0, 0.0], [0.0, 0.0, 0.0], [0.0, 0.0, 0.0], [0.0, 0.0, 0.0], [0.0, 0.0, 0.0], [0.0, 0.0, 0.0], [-0.2, -0.1, 0.1], [0.1, 0.0, -0.1], [-0.3, -0.1, 0.1], [0.1, 0.0, 0.0], [-0.1, 0.0, -0.1], [0.0, 0.0, 0.0], [-0.1, 0.0, 0.0], [0.0, 0.0, 0.1], [0.1, 0.0, -0.2], [0.0, 0.0, 0.1], [0.1, 0.0, 0.0], [0.0, 0.0, 0.1], [0.0, 0.0, 0.0], [0.0, 0.0, 0.0], [0.0, 0.0, 0.0], [0.0, 0.0, 0.0], [0.0, 0.0, 0.0], [0.1, 0.0, 0.0], [-0.1, 0.0, 0.0], [-0.1, 0.0, 0.0], [0.0, 0.1, 0.1], [0.1, -0.1, 0.0], [0.0, 0.0, 0.0], [0.0, 0.0, 0.0], [0.0, 0.0, 0.0], [0.0, 0.0, 0.0], [0.0, 0.0, 0.0], [0.0, 0.0, 0.0]]
}